Record 1
Density functional theory data (ωB97M-V with the def2-TZVPD basis set) for the molecule C6H9N3.

Output
Kohn-Sham gap (alpha / beta) = 7.223 / 7.061 eV
energy relative to the best compared isomer or geometry (same formula, charge and spin) = 137.25 kcal per mole

The geometry in ORCA input format:
```
! RIJCOSX wB97M-V def2-TZVPD def2/J DEFGRID3
* xyz 0 1
C -1.02 0.12 0.03
C -1.23 0.01 1.51
N -2.11 0.01 -0.73
C 0.13 1.03 -0.46
N -0.09 2.20 -0.60
H -0.02 -1.19 -0.42
H -2.04 0.12 -1.73
H -3.03 -0.06 -0.34
H -1.66 -0.96 1.76
H -1.92 0.79 1.86
H -0.29 0.13 2.05
C 1.61 0.23 -0.64
C 2.32 0.01 0.51
C 0.87 -1.16 -1.18
N 1.11 -1.83 -2.14
H 2.14 0.74 -1.44
H 3.33 0.37 0.64
H 1.90 -0.57 1.33
*
```


Record 2
Density functional theory data (ωB97M-V with the def2-TZVPD basis set) for a cluster of 2 separate species, Cl2H4OSi2 in total in a non-equilibrium geometry.

Output
Kohn-Sham gap = 9.463 eV
energy relative to the best compared isomer or geometry (same formula, charge and spin) = 62.00 kcal per mole

The geometry in ORCA input format:
```
! RIJCOSX wB97M-V def2-TZVPD def2/J DEFGRID3
* xyz 0 1
O -2.78 -1.16 -1.08
Si 2.60 0.40 0.46
Si -3.26 -0.77 0.41
Cl 3.46 -1.34 0.18
Cl -4.40 0.89 0.26
H -2.76 -0.71 -1.89
H 1.43 0.45 1.54
H 3.65 1.14 0.98
H 2.06 1.11 -0.87
*
```


Record 3
Density functional theory data (ωB97M-V with the def2-TZVPD basis set) for a structure of composition C2H3ORu in a non-equilibrium geometry.

Output
Kohn-Sham gap (alpha / beta) = 9.315 / 7.851 eV
expectation value of S² = 8.767
energy relative to the best compared isomer or geometry (same formula, charge and spin) = 16.19 kcal per mole

The geometry in ORCA input format:
```
! RIJCOSX wB97M-V def2-TZVPD def2/J DEFGRID3
* xyz 2 6
O -0.70 -0.75 -0.95
C -0.74 0.28 -0.05
Ru -1.55 -0.19 1.79
H -0.24 -0.51 -1.76
C 0.69 0.29 0.28
H 1.02 1.06 0.98
H 1.51 -0.17 -0.28
*
```